i) # C2H7P

An isolated molecule of C2H7P (the ωB97M-V functional and the def2-TZVPD basis, the Open Molecules 2025 dataset).

Calculated values
multiplicity = 1
SMILES string = CC=[PH3]
gap between HOMO and LUMO = 8.6 eV

```
10
Properties=species:S:1:pos:R:3:nbo_charge:R:1
P 0.7715 0.8750 -0.2242 0.85
C 0.0377 0.0501 0.9266 -0.99
C -0.8441 -1.0633 0.1626 -0.62
H 1.3176 2.2267 0.0137 0.03
H -1.5956 -1.4858 0.8542 0.23
H -0.2486 -1.8435 -0.4041 0.19
H 0.4305 0.0823 1.9362 0.26
H -0.0285 1.5009 -1.3181 -0.07
H -1.4127 -0.5776 -0.6323 0.20
H 1.5721 0.2352 -1.3146 -0.09
```

ii) # C2H7P

A cluster of 3 separate species, C2H7P in total (the ωB97M-V functional and the def2-TZVPD basis, the Open Molecules 2025 dataset).

Calculated values
multiplicity = 1
gap between HOMO and LUMO = 9.9 eV

```
10
Properties=species:S:1:pos:R:3:nbo_charge:R:1
P -0.8633 -0.0704 1.2580 0.67
C -0.4292 1.2977 0.4304 -0.83
C 0.6802 -1.1767 0.8363 -0.92
H -0.4562 0.3767 -2.6410 -0.01
H 0.3683 -2.2056 0.8702 0.22
H -1.3043 0.3705 -2.8703 0.01
H -1.0269 2.1881 0.4224 0.22
H 1.3255 -1.0425 1.7143 0.22
H 0.5452 1.3713 0.0637 0.20
H 1.1607 -1.1092 -0.0840 0.22
```

Short version: i) is the least stable of them.

i) # C6H16N3O

A cluster of 2 separate species, C6H16N3O in total (the ωB97M-V functional and the def2-TZVPD basis, the Open Molecules 2025 dataset).

Calculated values
charge = +1
multiplicity = 1
gap between HOMO and LUMO = 10.5 eV

```
26
Properties=species:S:1:pos:R:3:nbo_charge:R:1
O -1.4709 0.4205 -1.1633 -0.71
N -1.8508 0.6256 1.9618 -0.73
N 0.3372 0.0410 1.6094 -0.34
N -1.2667 -0.4933 -3.2001 -0.56
C 0.4880 -0.7443 2.8086 -0.45
C -0.8380 -0.3092 -1.9831 0.52
C -0.7580 0.6805 1.2727 0.41
C 1.5830 0.4813 1.0383 -0.21
C 2.4989 1.2629 1.8810 -0.63
C -0.8686 -1.4976 -4.1297 -0.40
H 1.3626 -1.3578 2.8277 0.24
H 0.6322 -0.0864 3.6808 0.22
H 1.9505 -0.4119 0.6950 0.20
H -0.3153 -2.2391 -3.7182 0.21
H -0.4122 -1.3315 2.9948 0.23
H -1.7415 -1.8816 -4.5345 0.22
H -0.0982 -0.9645 -1.5870 0.13
H -0.1711 -0.9423 -4.9192 0.20
H 2.5610 0.7256 2.8832 0.21
H 3.5422 1.3239 1.4631 0.25
H -1.7907 0.3557 2.8762 0.39
H 2.2105 2.2717 2.0226 0.23
H 1.3272 1.0322 0.0943 0.21
H -0.8335 1.2857 0.3764 0.28
H -2.7671 1.1735 1.8976 0.45
H -1.9251 0.2884 -3.5699 0.42
```

ii) # C6H16N3O

A structure of composition C6H16N3O (the ωB97M-V functional and the def2-TZVPD basis, the Open Molecules 2025 dataset).

Calculated values
charge = +1
multiplicity = 1
gap between HOMO and LUMO = 10.2 eV

```
26
Properties=species:S:1:pos:R:3:nbo_charge:R:1
O -1.1211 -0.3832 -2.0760 -0.73
N -0.8121 -1.4260 0.1900 -0.46
N 0.7841 0.4772 -0.0960 -0.22
N -0.5336 0.8588 -0.1605 -0.34
C -1.4134 0.0098 -0.7965 0.45
C 0.5551 -1.1797 0.1526 0.15
C 1.1949 -1.7766 -1.0507 -0.67
C -1.3977 -1.3475 1.4644 -0.43
C -0.9426 2.2724 -0.3975 -0.43
C 1.5546 1.2928 0.8492 -0.43
H 1.1671 -1.3805 1.0317 0.22
H 2.4704 0.8894 1.1085 0.24
H 0.7529 -2.8120 -1.1404 0.27
H -2.4199 0.2055 -0.4503 0.22
H 1.0667 1.4180 1.8199 0.24
H 2.2234 -1.9665 -0.9307 0.23
H -0.1074 2.7776 -0.9003 0.21
H -2.4558 -1.5178 1.2842 0.22
H 1.2032 0.6058 -0.9791 0.40
H -1.3142 2.8752 0.4238 0.24
H -1.8359 -0.6892 -2.7001 0.53
H -1.7297 2.2025 -1.2976 0.23
H -0.7644 -1.9272 2.1804 0.22
H 0.9765 -1.2807 -1.9639 0.23
H 1.6609 2.2953 0.4462 0.23
H -1.2780 -0.2357 1.8581 0.15
```

Short version: ii) is the least stable of them.

i) # C7H8O3

A structure of composition C7H8O3 (the ωB97M-V functional and the def2-TZVPD basis, the Open Molecules 2025 dataset).

Calculated values
multiplicity = 1
gap between HOMO and LUMO = 8.8 eV

```
18
Properties=species:S:1:pos:R:3:nbo_charge:R:1
O -1.5089 1.8903 -2.6488 -0.68
O -1.0759 -2.5916 -2.1461 -0.64
O -1.5237 -0.4456 -2.4524 -0.52
C 0.2641 -0.0218 0.2191 -0.09
C -1.0688 0.8183 -1.9602 0.49
C -0.8486 -1.3944 -1.7035 0.54
C 1.7760 0.2569 0.5132 -0.58
C -0.7361 -0.0326 1.4553 -0.60
C -0.0715 -1.0477 -0.6950 -0.10
C -0.3555 0.8847 -0.8246 -0.11
H 2.2950 0.4685 -0.4359 0.22
H 1.8907 1.2263 0.9402 0.22
H -1.6708 -0.4954 1.1484 0.22
H -2.3538 1.7694 -3.1608 0.50
H 2.1055 -0.5133 1.0557 0.21
H -0.9699 1.0082 1.8525 0.22
H -0.4679 -0.6008 2.4098 0.22
H -1.3807 -2.5088 -3.0455 0.49
```

ii) # C7H8O3

A cluster of 2 separate species, C7H8O3 in total (the ωB97M-V functional and the def2-TZVPD basis, the Open Molecules 2025 dataset).

Calculated values
multiplicity = 1
SMILES string = Oc1ccccc1.O=CO
gap between HOMO and LUMO = 9.5 eV

```
18
Properties=species:S:1:pos:R:3:nbo_charge:R:1
O 0.1572 1.4533 0.6965 -0.68
O -2.5088 0.0332 3.0406 -0.60
O -3.4794 1.0505 1.2610 -0.67
C 1.5686 -1.6711 -0.6657 -0.19
C 2.0300 -1.2122 -1.8983 -0.25
C 1.2276 1.0090 -1.3607 -0.28
C 1.8560 0.1301 -2.2395 -0.19
C 0.9381 -0.7975 0.2205 -0.30
C 0.7682 0.5429 -0.1284 0.30
C -3.4875 0.3463 2.4099 0.65
H -0.1144 0.9891 1.5253 0.49
H 1.0836 2.0673 -1.6151 0.23
H -2.5225 1.2433 1.0630 0.50
H 1.6984 -2.7243 -0.3837 0.22
H 2.5260 -1.9012 -2.5946 0.22
H 2.2153 0.5029 -3.2077 0.22
H 0.5752 -1.1606 1.1911 0.22
H -4.5317 0.0992 2.6859 0.12
```

iii) # C7H8O3

An isolated molecule of C7H8O3 (the ωB97M-V functional and the def2-TZVPD basis, the Open Molecules 2025 dataset).

Calculated values
multiplicity = 1
SMILES string = CC1=C[C@@H](O)[C@H]2O[C@H]2C1=O
gap between HOMO and LUMO = 9.6 eV

```
18
Properties=species:S:1:pos:R:3:nbo_charge:R:1
O -0.6729 -1.4229 -2.3195 -0.69
O -0.0167 1.3121 2.2893 -0.50
O -0.7801 -1.6743 0.8851 -0.47
C 0.8780 0.5432 0.2270 -0.10
C 0.4983 -0.0111 -0.9841 -0.13
C -0.8524 -0.5080 -1.2826 0.01
C -1.6312 -1.0226 -0.0858 0.04
C -1.3165 -0.3908 1.2068 -0.03
C 2.0570 1.4057 0.5197 -0.64
C -0.1297 0.6595 1.3476 0.55
H 2.1903 1.4379 1.6224 0.23
H 2.9196 0.9877 0.1538 0.22
H -2.5928 -1.3252 -0.3607 0.21
H 1.2502 -0.2409 -1.7331 0.22
H -1.3558 0.4362 -1.6861 0.20
H 1.9823 2.3401 0.1170 0.22
H -0.2421 -2.1771 -1.9159 0.47
H -2.1854 -0.3495 1.9990 0.21
```

Short version: i) is the least stable of them.

i) # C5H9F

An isolated molecule of C5H9F (the ωB97M-V functional and the def2-TZVPD basis, the Open Molecules 2025 dataset).

Calculated values
multiplicity = 1
SMILES string = C=CC[C@H](C)F
gap between HOMO and LUMO = 10.7 eV

```
15
Properties=species:S:1:pos:R:3:nbo_charge:R:1
F 1.6018 0.2381 0.6567 -0.41
C 0.0910 -0.4946 -2.7462 -0.41
C -0.4414 0.1921 -0.3592 -0.48
C 0.1661 -0.6108 -1.4129 -0.14
C -0.1797 0.7561 2.2979 -0.65
C 0.2196 0.0149 1.0239 0.23
H 0.4624 -1.6384 -1.0039 0.18
H 0.3118 -0.9905 1.2051 0.15
H -1.4212 -0.1718 -0.1584 0.22
H 0.4762 0.3142 3.1086 0.23
H -0.3828 1.1902 -0.6548 0.22
H 0.4868 -1.3557 -3.2509 0.20
H 0.0106 1.7856 2.0767 0.23
H -0.1719 0.3595 -3.3728 0.20
H -1.2294 0.4110 2.5901 0.23
```

ii) # C5H9F

A cluster of 2 separate species, C5H9F in total (the ωB97M-V functional and the def2-TZVPD basis, the Open Molecules 2025 dataset).

Calculated values
multiplicity = 1
gap between HOMO and LUMO (alpha / beta) = 10.0 / 7.1 eV

```
15
Properties=species:S:1:pos:R:3:nbo_charge:R:1
F -1.4534 1.6622 -0.2860 -0.37
C -0.9449 -0.5606 -1.0595 -0.72
C 2.1155 0.8933 -0.7879 -0.52
C -1.1775 0.3345 0.0670 0.50
C 1.5470 0.9878 0.3900 -0.12
C -1.4510 0.0255 1.5051 -0.72
H -1.7203 -1.3237 -1.4550 0.22
H -0.5194 0.2478 2.0658 0.25
H 2.1371 1.2337 1.2355 0.16
H -1.8920 -0.9519 1.5465 0.23
H -0.7641 -0.0188 -1.8721 0.23
H -0.0438 -1.2376 -0.7838 0.24
H 3.1332 0.9365 -0.9544 0.20
H -2.2718 0.7529 1.7282 0.24
H 1.7068 0.5420 -1.6801 0.19
```

Short version: ii) is the least stable of them.